[1]
Formula: C15H21N3OS
Source: the OMol25 dataset
Level of theory: ωB97M-V/def2-TZVPD

```
41
Properties=species:S:1:pos:R:3:forces:R:3:lowdin_charge:R:1
C 1.47101 5.20221 3.31300 0.01 0.10 0.00 -0.01
C 1.74210 3.83964 2.80545 0.27 -0.04 -0.39 -0.40
N 1.32621 2.71236 3.32954 -0.31 0.05 0.41 0.11
C 1.83690 1.75883 2.51224 0.43 0.63 -0.54 -0.72
N 2.54806 2.24136 1.51195 0.17 -0.44 -0.25 0.04
N 2.48104 3.57586 1.70528 -0.30 0.05 0.46 0.05
H 2.94337 4.20286 1.06691 -0.08 -0.06 0.11 0.16
S 1.58082 0.07873 2.82305 0.10 -0.59 0.04 0.96
C 2.39375 -0.65600 1.33721 -0.27 0.34 0.50 -0.40
C 1.45576 -0.72757 0.18079 -0.04 -0.12 -0.10 -0.32
C 0.57256 -1.78964 0.05070 0.22 0.22 0.00 -0.04
C -0.31550 -1.86278 -1.00762 -0.26 -0.09 -0.26 -0.02
C -0.33880 -0.85477 -1.96649 0.22 0.16 0.13 -0.27
C 0.54198 0.22112 -1.83248 -0.23 -0.13 -0.13 0.00
C 1.42351 0.28250 -0.77595 0.01 -0.10 -0.04 -0.04
H 2.09653 1.12069 -0.67870 0.04 0.04 -0.01 0.09
H 0.51429 0.99733 -2.58121 0.00 0.09 -0.10 0.12
O -1.14019 -0.81912 -3.06573 0.15 0.20 0.03 -0.04
C -2.10541 -1.83308 -3.26613 -0.38 -0.16 0.09 -0.20
C -3.34297 -1.62436 -2.38842 0.12 -0.07 -0.08 -0.15
H -3.80024 -0.67503 -2.67662 0.03 0.05 0.02 0.12
H -3.02287 -1.52653 -1.34838 -0.01 0.05 0.01 0.11
C -4.39339 -2.73901 -2.48300 0.10 0.02 -0.02 -0.43
C -3.88300 -4.06014 -1.90958 -0.16 0.23 -0.01 -0.08
H -4.68991 -4.78862 -1.87561 -0.04 -0.13 0.01 0.08
H -3.08659 -4.47316 -2.52419 0.11 -0.09 -0.04 0.07
H -3.50839 -3.92162 -0.89767 0.07 -0.04 0.12 0.08
C -4.89397 -2.93514 -3.91257 -0.03 0.07 0.29 -0.08
H -5.21465 -1.98829 -4.34046 -0.05 0.10 -0.13 0.08
H -5.74010 -3.61859 -3.92221 -0.07 -0.08 -0.08 0.08
H -4.11388 -3.35492 -4.54275 0.08 -0.06 -0.14 0.08
H -5.24283 -2.41643 -1.86904 0.06 -0.02 -0.04 0.13
H -2.37203 -1.74338 -4.32214 0.05 -0.11 0.12 0.13
H -1.66036 -2.82054 -3.10246 0.00 0.05 -0.07 0.12
H -0.97801 -2.71143 -1.06964 -0.10 -0.07 -0.05 0.10
H 0.57512 -2.57657 0.79136 -0.01 -0.11 0.07 0.12
H 3.25721 -0.02940 1.12712 0.09 -0.16 -0.01 0.07
H 2.70565 -1.64689 1.66436 0.08 0.05 -0.01 0.07
H 0.83384 5.12898 4.18846 -0.02 0.03 0.02 0.08
H 2.40207 5.69690 3.58689 -0.01 0.08 0.05 0.08
H 0.97196 5.79978 2.55150 -0.04 0.08 0.02 0.08
```
Forces are in eV/Å.

Results
SMILES string = Cc1nc(SCc2ccc(OCCC(C)C)cc2)n[nH]1
relative energy (zero: lowest compared OMol25 entry of this formula, charge and spin) = 0.571 eV
DFT total energy = -33248.96793 eV
HOMO = -7.94 eV

=====

[2]
Formula: C15H21NO
Source: the OMol25 dataset
Level of theory: ωB97M-V/def2-TZVPD

```
38
Properties=species:S:1:pos:R:3:forces:R:3:lowdin_charge:R:1
C 1.09214 3.31960 -0.95421 -0.13 -0.13 -0.15 -0.09
C -0.05279 2.32860 -1.11498 0.11 0.08 0.32 -0.20
H -1.00581 2.86176 -1.11315 -0.04 -0.08 -0.03 0.12
H 0.04372 1.81009 -2.07180 -0.08 -0.05 -0.05 0.11
C -0.07135 1.30001 0.02598 -0.03 0.20 -0.17 -0.28
N -1.24207 0.45088 -0.07670 0.27 0.07 -0.32 0.11
C -2.19253 0.38061 0.87953 -0.48 -0.34 -0.05 -0.46
O -2.18262 1.07205 1.87761 0.03 0.22 0.34 0.07
C -3.28231 -0.63520 0.59718 -0.06 0.26 0.45 -0.21
H -3.99459 -0.58179 1.42068 0.13 0.06 -0.05 0.14
C -3.92864 -0.56424 -0.80338 -0.20 0.18 -0.17 -0.13
H -5.01476 -0.51576 -0.77403 -0.02 0.04 0.00 0.11
H -3.56524 0.24639 -1.43294 -0.04 0.04 -0.01 0.10
C -3.37446 -1.95794 -1.13742 -0.05 -0.25 -0.28 -0.17
H -2.63132 -1.96935 -1.93391 0.02 -0.03 -0.06 0.10
H -4.13284 -2.70216 -1.37064 0.02 -0.04 -0.08 0.10
C -2.78929 -2.06423 0.27940 0.13 -0.26 0.15 -0.13
H -3.25712 -2.82866 0.89546 0.02 -0.02 0.03 0.11
H -1.70916 -2.19496 0.33024 0.02 -0.03 0.04 0.11
H -1.28829 -0.17354 -0.86494 -0.06 -0.03 0.05 0.13
C 1.18196 0.45730 0.04209 0.00 0.03 0.18 -0.19
C 1.47925 -0.39973 -1.01025 -0.02 0.08 0.07 -0.03
C 2.62415 -1.17462 -0.98959 0.00 -0.01 0.00 -0.04
C 3.50560 -1.11452 0.08166 0.01 0.06 0.02 -0.28
C 3.20574 -0.25839 1.13402 0.05 -0.07 -0.07 -0.04
C 2.05953 0.51422 1.11623 -0.08 0.02 -0.09 -0.02
H 1.84124 1.17094 1.94552 -0.04 0.08 0.09 0.12
H 3.87824 -0.19798 1.97782 0.08 0.01 0.09 0.11
C 4.73753 -1.96656 0.11649 -0.04 -0.05 0.05 -0.05
H 4.55130 -2.86628 0.70407 0.07 -0.08 0.01 0.08
H 5.56440 -1.43158 0.57854 0.09 -0.01 0.00 0.08
H 5.02941 -2.27129 -0.88570 0.07 -0.04 -0.04 0.07
H 2.83737 -1.83412 -1.81926 0.04 -0.06 -0.08 0.11
H 0.81735 -0.46367 -1.86328 -0.07 0.00 -0.12 0.11
H -0.17370 1.82627 0.98100 0.05 -0.09 -0.15 0.14
H 2.04847 2.80116 -0.96201 0.13 0.03 0.00 0.07
H 0.99957 3.85591 -0.01290 0.03 0.10 0.11 0.08
H 1.08384 4.04363 -1.76541 0.06 0.10 -0.03 0.07
```
Forces are in eV/Å.

Results
SMILES string = CC[C@@H](NC(=O)C1CCC1)c1ccc(C)cc1
relative energy (zero: lowest compared OMol25 entry of this formula, charge and spin) = 0.853 eV
DFT total energy = -19433.57339 eV
HOMO = -8.96 eV

=====

[3]
Formula: C15H21NO2
Source: the OMol25 dataset
Level of theory: ωB97M-V/def2-TZVPD

```
39
Properties=species:S:1:pos:R:3:forces:R:3:lowdin_charge:R:1
C -5.93251 -0.73528 -0.78891 0.25 0.29 0.17 -0.06
C -5.36493 0.65497 -0.51801 -0.32 -0.13 -0.32 -0.25
O -4.47080 0.67413 0.57650 0.23 -0.04 0.22 -0.05
C -3.21402 0.17311 0.43645 0.19 -0.02 0.12 -0.27
C -2.63508 -0.25175 -0.75502 -0.33 0.14 -0.05 -0.01
C -1.33384 -0.72377 -0.76203 0.25 -0.02 0.22 -0.01
C -0.57995 -0.76481 0.40085 -0.24 -0.15 -0.08 -0.17
C -1.16427 -0.34889 1.59524 -0.01 -0.04 -0.20 -0.03
C -2.46161 0.11315 1.61263 -0.18 0.03 -0.07 0.01
H -2.92573 0.43577 2.53130 -0.06 0.03 0.11 0.12
H -0.59942 -0.40029 2.51478 0.06 0.03 0.10 0.12
C 0.79093 -1.36492 0.37491 -0.13 0.05 0.10 -0.43
O 0.94953 -2.54051 0.09381 -0.01 -0.23 -0.20 0.07
N 1.82522 -0.55586 0.71382 0.11 0.03 0.24 -0.05
C 1.72660 0.87589 0.84879 -0.16 0.41 -0.22 -0.16
H 2.13791 1.16869 1.82357 -0.06 0.04 -0.04 0.13
C 2.46706 1.64304 -0.25456 0.09 0.04 0.34 -0.17
H 2.15639 1.26903 -1.23073 -0.11 0.03 -0.09 0.12
H 2.15291 2.68669 -0.18443 -0.04 0.01 -0.04 0.11
C 3.98854 1.57480 -0.11798 -0.01 -0.02 -0.25 -0.21
C 4.63708 0.35278 -0.77699 -0.06 0.01 0.06 -0.21
C 3.86967 -0.96390 -0.61742 0.09 0.06 0.13 -0.17
H 4.57091 -1.78884 -0.75177 -0.04 -0.06 -0.06 0.11
C 3.15617 -1.13138 0.72735 0.08 -0.46 -0.18 -0.14
H 3.02691 -2.19664 0.93225 0.09 0.18 0.06 0.12
H 3.73075 -0.67858 1.53849 -0.01 0.01 0.05 0.13
H 3.11503 -1.05918 -1.39992 0.00 -0.09 -0.01 0.11
H 5.63829 0.23868 -0.35514 0.05 0.00 -0.08 0.11
H 4.75913 0.54503 -1.84522 0.09 0.02 -0.01 0.11
H 4.24252 1.59966 0.94412 0.03 0.07 0.05 0.10
H 4.42856 2.46791 -0.56735 0.04 0.02 0.10 0.11
H 0.67218 1.15434 0.82589 0.20 -0.01 0.08 0.11
H -0.89652 -1.06682 -1.68801 0.03 -0.06 -0.08 0.12
H -3.18174 -0.22647 -1.68450 -0.09 0.01 -0.05 0.11
H -6.16981 1.33267 -0.21935 0.14 -0.05 -0.11 0.12
H -4.88743 1.06469 -1.41686 -0.04 0.02 0.11 0.11
H -6.43438 -1.10713 0.10079 -0.07 -0.05 0.05 0.08
H -5.14178 -1.43340 -1.05253 0.01 -0.09 -0.05 0.07
H -6.64847 -0.68660 -1.60481 -0.08 -0.02 -0.10 0.08
```
Forces are in eV/Å.

Results
SMILES string = CCOc1ccc(C(=O)N2CCCCCC2)cc1
relative energy (zero: lowest compared OMol25 entry of this formula, charge and spin) = 0.526 eV
DFT total energy = -21481.16803 eV
HOMO = -8.45 eV

=====

[4]
Formula: C15H22BN7ORh
Source: the OMol25 dataset
Level of theory: ωB97M-V/def2-TZVPD

```
47
Properties=species:S:1:pos:R:3:forces:R:3:lowdin_charge:R:1
Rh -0.30349 -0.68198 -0.10883 0.11 -0.29 0.19 1.22
C -3.29441 -2.12944 2.59178 -0.02 -0.01 0.01 -0.03
C -2.42415 -2.33805 1.52356 -0.08 0.03 -0.06 -0.12
N -1.89425 -1.17886 1.14034 0.18 0.09 0.18 -0.09
N -2.38722 -0.22060 1.95210 -0.03 0.02 -0.12 -0.02
C -3.23774 -0.76930 2.82997 0.03 -0.03 -0.04 -0.04
B -1.93470 1.23652 1.73054 0.03 -0.05 0.01 -0.47
N -0.40680 1.29556 1.98595 -0.04 0.05 -0.07 0.01
C 0.35551 2.10304 2.73380 -0.03 -0.02 0.04 -0.03
C 1.68703 1.81958 2.48532 -0.01 -0.02 0.00 -0.02
C 1.66977 0.80511 1.53371 -0.07 -0.07 0.06 -0.09
N 0.39979 0.50766 1.25754 0.07 -0.11 0.06 -0.08
N -2.12845 1.54964 0.22995 0.06 0.02 0.02 -0.01
C -2.92291 2.44454 -0.36872 -0.06 -0.02 0.00 -0.04
C -2.81253 2.29211 -1.73704 -0.04 0.01 0.01 -0.02
C -1.90076 1.25720 -1.90421 0.01 -0.07 -0.01 -0.10
N -1.48944 0.82300 -0.71149 0.03 0.08 -0.19 -0.09
H -3.88626 -2.86210 3.11025 0.00 0.00 0.00 0.11
H -2.17624 -3.25089 1.00705 0.03 0.00 0.02 0.11
H -3.74430 -0.15726 3.55698 -0.01 0.00 -0.01 0.13
H -2.52998 2.00620 2.41796 0.03 -0.01 0.02 0.13
H -0.10280 2.81634 3.39787 0.00 0.00 -0.01 0.14
H 2.54972 2.28240 2.92927 0.00 0.00 0.00 0.11
H 2.46499 0.27851 1.03654 0.02 0.01 -0.03 0.12
H -3.51983 3.11912 0.22140 0.01 0.01 0.00 0.13
H -3.31889 2.84808 -2.50509 0.00 0.00 0.00 0.11
H -1.52972 0.81655 -2.81322 -0.05 0.07 0.09 0.10
C 3.24442 0.02701 -2.36211 -0.03 0.00 -0.01 -0.04
C 1.74945 0.32863 -2.23350 0.07 0.03 0.11 -0.70
C 1.06598 -0.01916 -3.55506 -0.09 -0.01 0.04 -0.03
C 1.57858 1.80016 -1.86082 -0.01 -0.01 0.04 -0.03
O 1.28889 -0.55049 -1.20954 -0.10 -0.08 -0.30 -0.35
H 3.68948 0.61179 -3.16865 0.00 0.01 0.00 0.09
H 3.39564 -1.03105 -2.57745 0.00 0.00 0.00 0.08
H 3.76330 0.27233 -1.43405 -0.01 0.00 0.00 0.08
H 1.37150 0.65929 -4.35238 0.01 0.00 0.00 0.09
H -0.02069 0.02570 -3.46829 0.15 -0.02 -0.04 0.04
H 1.32814 -1.03642 -3.84738 0.00 -0.01 0.00 0.09
H 1.85241 2.43964 -2.70087 0.03 -0.01 0.01 0.09
H 2.22635 2.05554 -1.02021 -0.02 0.00 0.00 0.08
H 0.55527 2.03664 -1.58029 -0.07 0.01 -0.02 0.06
C 2.24092 -4.44387 1.07757 0.01 -0.01 0.00 -0.01
C 1.39564 -3.30226 0.77665 -0.04 -0.01 0.03 -0.14
N 0.73141 -2.40497 0.54009 -0.06 0.42 -0.03 0.12
H 3.24984 -4.09566 1.29230 0.00 0.00 0.00 0.10
H 2.26512 -5.11173 0.21819 0.00 0.00 0.00 0.10
H 1.84645 -4.97383 1.94254 0.00 0.00 0.00 0.10
```
Forces are in eV/Å.

Results
relative energy (zero: lowest compared OMol25 entry of this formula, charge and spin) = 0.320 eV
charge = +1
DFT total energy = -32070.67706 eV
HOMO (spin up / spin down) = -11.83 / -11.83 eV

=====

> Which formula does entry 3 have?

C15H21NO2